Entry 1:
Here is a structure of composition C45H54BiBr4GeN2O4PSi3 from the Open Molecules 2025 dataset. Energies are from the ωB97M-V functional and the def2-TZVPD basis.

As for the spin multiplicity: 1. The value obtained for the LUMO energy is 3.9 eV. As for the charge: -2. As for the electronic energy: -434162.16671 eV. The calculation puts the highest occupied orbital energy at -1.94 eV. As for the energy above the lowest of the compared OMol25 structures with the same formula, charge and spin: 83.6 kJ/mol. For the HOMO-LUMO gap, the calculation gives 5.79 eV.

Element x y z (Å)
Bi 0.74022 -0.14617 0.64882
Br 3.78300 5.41002 4.31491
C 3.51380 3.90613 3.18954
C 4.45696 3.55486 2.24506
Br 6.03729 4.58052 2.02354
C 4.24188 2.41303 1.44611
Br 5.47063 1.92387 0.08692
C 3.12652 1.60032 1.59495
O 2.92529 0.50882 0.90611
C 2.10359 2.00692 2.53608
O 1.03271 1.30134 2.59550
C 2.34554 3.13767 3.31819
Br 0.99199 3.56491 4.57712
N -0.09325 0.57596 -4.24095
C 0.18864 0.37526 -2.91243
O -0.29652 -0.55785 -2.30361
C 1.16179 1.33702 -2.28742
C 0.80053 1.61576 -0.84591
H -0.87234 0.04766 -4.60198
H 0.04216 1.49692 -4.61998
H 1.21398 2.24786 -2.89853
H 2.14878 0.86732 -2.33737
H -0.17723 2.10629 -0.79417
H 1.53976 2.28785 -0.40502
C -4.03540 2.66024 -3.67201
C -4.16007 3.17201 -2.38979
C -3.80677 2.40515 -1.28343
C -3.31041 1.11106 -1.42826
C -3.17862 0.61844 -2.73349
C -3.54495 1.36921 -3.83873
P -2.67884 -0.03713 -0.08238
C -3.14281 1.03114 1.33987
C -4.31624 0.86951 2.07561
C -4.63730 1.75069 3.09775
C -3.78083 2.80038 3.41517
C -2.59326 2.94997 2.71524
C -2.28484 2.07373 1.68204
C -4.03338 -1.26573 -0.16515
C -5.14557 -1.33003 -0.96196
C -6.00463 -2.44966 -0.85595
C -5.75096 -3.45902 0.03311
C -4.62016 -3.40454 0.88763
C -4.31131 -4.37980 1.86421
C -3.22280 -4.18690 2.67487
C -2.39689 -3.04001 2.55797
C -2.61667 -2.04977 1.61714
C -3.75603 -2.28552 0.78850
H -4.31351 3.25812 -4.53204
H -4.53950 4.17700 -2.24230
H -3.92730 2.82794 -0.29330
H -2.77618 -0.38129 -2.87030
H -3.44358 0.95232 -4.83504
H -4.98398 0.04976 1.83733
H -5.55912 1.61450 3.65238
H -4.02855 3.48418 4.21906
H -1.89195 3.73168 2.97828
H -1.35510 2.21073 1.14078
H -5.37675 -0.54653 -1.67356
H -6.88233 -2.50226 -1.49189
H -6.42928 -4.30523 0.10076
H -4.93492 -5.26318 1.96460
H -2.98331 -4.93999 3.42257
H -1.54717 -2.96839 3.23466
C 1.43460 -4.62166 2.14228
Si 2.88347 -3.69764 1.36778
C 4.11535 -5.06181 0.87710
C 3.76050 -2.69625 2.70079
Ge 2.20844 -2.30612 -0.46374
Si 4.30133 -2.01718 -1.56857
C 4.85011 -3.57352 -2.50827
C 5.68607 -1.63539 -0.34538
C 4.30951 -0.64398 -2.86306
Si 0.92218 -3.78088 -1.84662
C 1.05778 -3.38449 -3.69630
C 1.53456 -5.57564 -1.74283
C -0.89139 -3.81448 -1.35225
H 1.80332 -5.30604 2.91400
H 0.88619 -5.20832 1.40417
H 0.73782 -3.91830 2.60041
H 4.32704 -5.66807 1.76511
H 5.06281 -4.66095 0.51483
H 3.70889 -5.72319 0.10914
H 3.93945 -3.31586 3.58706
H 3.15240 -1.84006 2.98822
H 4.72427 -2.32917 2.33958
H 4.87906 -4.45132 -1.86021
H 5.85810 -3.41333 -2.90750
H 4.18916 -3.79527 -3.34797
H 5.99700 -2.53204 0.19362
H 5.35644 -0.88963 0.37950
H 6.55936 -1.23415 -0.86966
H 3.55915 -0.82167 -3.63843
H 5.29239 -0.59135 -3.34358
H 4.11506 0.32294 -2.39588
H 2.04769 -3.63513 -4.08395
H 0.86586 -2.33436 -3.89909
H 0.32218 -3.97715 -4.25169
H 2.57710 -5.66277 -2.05851
H 0.92747 -6.21022 -2.39787
H 1.45351 -5.96948 -0.72937
H -1.30757 -2.80852 -1.29675
H -1.03032 -4.27724 -0.37140
H -1.46964 -4.38907 -2.08445
O 0.66861 -1.63788 3.20618
N 0.15101 -0.98266 4.16980
C -1.06498 -0.41102 4.01109
C -1.62157 0.33660 5.02597
C -0.94423 0.51674 6.22061
C 0.30137 -0.07767 6.36273
C 0.82841 -0.82050 5.33241
H -1.53383 -0.61314 3.05335
H -2.59089 0.77991 4.84999
H -1.36882 1.11454 7.01546
H 0.88354 0.03785 7.26677
H 1.79525 -1.29945 5.34173

Atomic partial charges in e from the Löwdin method, atoms 1 to 6: number 1, Bi, carries 1.57; number 2, Br, carries 0.63; number 3, C, carries -0.77; number 4, C, carries -0.78; number 5, Br, carries 0.63; number 6, C, carries -0.63

Entry 2:
Here is a structure of composition C46H61AsN7O2SSi2V at a distorted geometry from the Open Molecules 2025 dataset. Energies are from the ωB97M-V functional and the def2-TZVPD basis.

As for the spin multiplicity: 3. The value obtained for the LUMO energy (alpha / beta) is -0.9 / -1.2 eV. As for the expectation value of S²: 2.067. As for the electronic energy: -176339.55001 eV. The calculation puts the highest occupied orbital energy (alpha / beta) at -6.39 / -6.80 eV. For the HOMO-LUMO gap (alpha / beta), the calculation gives 5.53 / 5.57 eV.

Element x y z (Å)
V 0.46316 0.32590 1.08809
C 1.97048 3.42915 3.48269
C 1.42569 2.12450 2.99474
N 1.00026 1.99578 1.74951
N 1.09825 3.05669 0.94503
C 0.51470 2.80310 -0.19972
O -0.04197 1.67812 -0.40356
C 0.60726 3.86564 -1.23216
C 1.87999 4.30496 -1.59188
C 2.03321 5.23101 -2.60529
C 0.91976 5.77597 -3.22130
C -0.34693 5.39245 -2.81662
C -0.50715 4.42958 -1.83707
C 1.33005 0.91152 3.71281
C 1.63516 0.71459 5.07080
C 1.49951 -0.53958 5.61637
C 1.08154 -1.58961 4.78786
C 0.79273 -1.32713 3.46304
N 0.90040 -0.11812 2.91720
H 1.51410 4.21639 2.88437
H 3.04914 3.47602 3.32486
H 1.75951 3.58435 4.53673
H 2.74368 3.90832 -1.07838
H 3.02770 5.51570 -2.91851
H 1.04489 6.50021 -4.01212
H -1.21547 5.84482 -3.26758
H -1.49282 4.13500 -1.51446
H 1.94461 1.55718 5.67077
H 1.70935 -0.72163 6.66071
H 0.95651 -2.58417 5.18795
H 0.43633 -2.11157 2.80259
C -4.29451 -0.09856 2.03071
Si -2.47059 -0.04388 2.65140
C -2.51189 -1.21390 4.18868
C -2.02607 1.71873 3.21712
N -1.26540 -0.47724 1.45601
C -1.32757 -1.61538 0.72013
C -2.32429 -2.58779 0.86008
C -2.37733 -3.69101 0.03251
C -1.41408 -3.87151 -0.94943
C -0.39761 -2.95010 -1.09063
C -0.32242 -1.81124 -0.27875
N 0.63474 -0.85453 -0.37469
Si 1.62032 -0.64785 -1.80626
C 2.86011 -2.05967 -2.25033
C 2.67319 0.91581 -1.49239
C 0.47720 -0.51044 -3.33209
H -4.93707 -0.47113 2.82312
H -4.42323 -0.75480 1.17680
H -4.64865 0.88927 1.75707
H -3.13015 -0.76351 4.95978
H -1.53339 -1.39436 4.62074
H -2.94956 -2.18081 3.95445
H -2.90605 2.34789 3.25878
H -1.33694 2.17273 2.50992
H -1.56854 1.72197 4.20022
H -3.06249 -2.47055 1.63436
H -3.17393 -4.40844 0.15206
H -1.45646 -4.73587 -1.59626
H 0.36539 -3.10733 -1.83497
H 3.36799 -2.47610 -1.38799
H 3.62242 -1.66880 -2.91839
H 2.37009 -2.87953 -2.76719
H 2.77020 1.12388 -0.42345
H 2.20670 1.77177 -1.96472
H 3.66936 0.82116 -1.91109
H -0.48583 -0.96960 -3.13096
H 0.91552 -1.01411 -4.18611
H 0.30150 0.52022 -3.61490
C -5.43395 -2.09084 -3.74615
C -5.30528 -0.83358 -2.89588
C -3.89760 -0.67635 -2.31463
N -3.87009 0.42048 -1.37662
C -2.99974 1.43136 -1.28811
S -3.09003 2.50743 -0.04098
N -2.00955 1.56382 -2.25781
C -2.11517 1.95114 -3.56194
O -1.13143 2.11828 -4.25450
C -3.49765 2.14313 -4.08599
C -4.43792 2.88591 -3.38264
C -5.71031 3.05300 -3.89968
C -6.05479 2.47649 -5.11067
C -5.10630 1.76985 -5.83176
C -3.82758 1.61444 -5.32979
H -6.44743 -2.17829 -4.13168
H -5.21424 -2.97022 -3.14491
H -4.74664 -2.06839 -4.58890
H -6.02111 -0.88814 -2.07145
H -5.54995 0.04498 -3.49622
H -3.17894 -0.48349 -3.11134
H -3.59387 -1.59903 -1.79977
H -4.52459 0.37596 -0.60660
H -1.06604 1.61762 -1.83757
H -4.17210 3.34200 -2.44108
H -6.43002 3.63120 -3.34233
H -7.05860 2.58042 -5.49327
H -5.36080 1.33541 -6.78603
H -3.06884 1.08218 -5.88490
C 2.85346 -2.90242 1.16159
As 3.43835 -1.04461 1.44348
C 5.07883 -1.08930 0.33958
C 4.40352 -1.37949 3.19594
C 5.39206 -2.47867 3.10813
C 6.73222 -2.22851 2.82051
C 7.62597 -3.26398 2.61068
C 7.19823 -4.58000 2.68004
C 5.88133 -4.84522 3.01808
C 4.99819 -3.80717 3.24459
H 3.71515 -3.52485 0.91668
H 2.11870 -2.95907 0.36216
H 2.38868 -3.28506 2.06899
H 5.54405 -2.07299 0.36026
H 5.78363 -0.36206 0.73982
H 4.86078 -0.82094 -0.68827
H 3.63555 -1.59750 3.93881
H 4.88160 -0.43205 3.45594
H 7.08300 -1.20741 2.76034
H 8.65924 -3.04144 2.37668
H 7.88591 -5.39139 2.48456
H 5.53576 -5.86707 3.09532
H 3.98209 -4.03609 3.52847

Atomic partial charges in e from the Löwdin method, atoms 1 to 6: number 1, V, carries 0.86; number 2, C, carries 0.00; number 3, C, carries -0.25; number 4, N, carries -0.11; number 5, N, carries 0.11; number 6, C, carries -0.45

Entry 3:
Here is a cluster of 2 separate species, C5H8N in total at a distorted geometry from the Open Molecules 2025 dataset. Energies are from the ωB97M-V functional and the def2-TZVPD basis.

As for the spin multiplicity: 1. The value obtained for the LUMO energy is -4.9 eV. As for the charge: +1. As for the electronic energy: -6790.50660 eV. The calculation puts the highest occupied orbital energy at -14.89 eV. As for the energy above the lowest of the compared OMol25 structures with the same formula, charge and spin: 731.5 kJ/mol. For the HOMO-LUMO gap, the calculation gives 10.01 eV.

Element x y z (Å)
C 1.53659 -0.65979 -0.44500
C -0.10793 1.63410 -0.18539
C 1.04762 -0.02159 0.84109
C 1.07275 0.77030 -0.34144
C -1.31815 -0.63760 -0.03138
N -0.35023 0.32405 0.42119
H 2.65076 -0.93945 -0.37124
H 0.78810 -1.31153 -0.87939
H 0.09029 2.40698 0.55333
H -0.60572 1.99633 -1.08303
H 1.86338 -0.10964 2.18454
H -1.05232 -1.56702 0.52124
H -2.31541 -0.27248 0.25270
H -1.37716 -0.78745 -1.11849

Atomic partial charges in e from the Löwdin method, atoms 1 to 6: number 1, C, carries 0.01; number 2, C, carries 0.03; number 3, C, carries -0.14; number 4, C, carries -0.03; number 5, C, carries -0.01; number 6, N, carries -0.09

Q: Which formula does entry 2 have?
A: C46H61AsN7O2SSi2V